Version 1
Formula: C8H16N2O3
Source: the OMol25 dataset
Level of theory: ωB97M-V with the def2-TZVPD basis set

Structure (SMILES): CO[C@H]1[C@H]([N+](=O)[O-])[C@@H](C(C)C)N1C
Total charge: 0
HOMO in eV: -9.351

Each line ends with the Mulliken charge.
Geometry (Å):
C 0.54082 -2.30388 -1.60314  -0.627
O 1.50236 -2.15023 -0.57397  -0.462
C 1.32520 -1.10397 0.26271  -0.321
C 1.35273 0.44497 -0.27483  -0.065
N 2.57952 1.10230 0.16726  1.056
O 2.69372 1.43137 1.33865  -0.574
O 3.46866 1.25073 -0.66014  -0.622
C -0.06697 0.50018 0.59793  -0.864
C -1.10281 1.13754 -0.35610  1.084
C -2.48460 0.87963 0.08551  -1.494
C -0.75842 2.62674 -0.57945  -1.745
N -0.02178 -0.91400 0.72379  0.445
C -0.40002 -1.84065 1.84075  -1.204
H -0.36749 -1.79927 -1.14756  0.222
H 0.41118 -3.27762 -1.86395  0.329
H 0.98999 -1.75821 -2.39637  0.248
H 2.20703 -1.20247 1.03920  0.360
H 1.21162 0.37824 -1.42221  0.302
H 0.04187 1.12166 1.44017  0.447
H -1.05358 0.62516 -1.37038  0.096
H -3.29035 0.92546 -0.80792  0.284
H -2.96307 1.39037 0.88434  0.408
H -2.40268 -0.17436 0.34334  0.369
H -0.94293 2.90271 -1.54154  0.470
H 0.26108 2.81467 -0.38674  0.394
H -1.28293 3.34726 0.02220  0.405
H 0.25987 -2.64815 1.72449  0.453
H -0.27703 -1.49214 2.87964  0.323
H -1.43098 -2.21408 1.63434  0.282

Version 2
Formula: C8H16N2O3
Source: the OMol25 dataset
Level of theory: ωB97M-V with the def2-TZVPD basis set

Structure (SMILES): CC(C)C[C@H](N)C(=O)NCC(=O)O
Total charge: 0
HOMO in eV: -9.677

Each line ends with the Mulliken charge.
Geometry (Å):
C -1.94574 -1.70020 -0.93415  -1.394
C -2.52612 -0.31392 -0.65942  0.865
C -3.20469 -0.36651 0.70218  -1.560
C -1.36823 0.71193 -0.92820  -0.779
C -0.26291 0.70601 0.08559  0.853
N -0.65023 1.01609 1.52563  -0.724
C 0.89291 1.63601 -0.20428  -0.188
O 0.75412 2.78384 -0.58207  -0.654
N 2.16523 1.13832 -0.01708  -0.102
C 2.69549 -0.23677 0.16159  -0.550
C 4.24616 -0.30452 -0.11093  0.572
O 4.94888 0.37146 -0.84479  -0.533
O 4.85337 -1.29718 0.51455  -0.447
H -2.70296 -2.37854 -0.49786  0.426
H -0.96917 -1.89901 -0.41328  0.219
H -1.78941 -1.89021 -1.99515  0.355
H -3.36854 -0.12689 -1.39055  0.245
H -2.53889 -0.62015 1.58879  0.291
H -3.93744 -1.18445 0.84582  0.415
H -3.73618 0.53512 1.03025  0.346
H -1.75556 1.76986 -0.82563  0.218
H -0.87291 0.52687 -1.91989  0.288
H 0.11133 -0.36673 0.27549  -0.108
H -1.04152 2.00708 1.45475  0.321
H 0.26662 1.21475 1.89943  0.326
H 2.83644 1.78498 -0.28307  0.264
H 2.08272 -0.92280 -0.43976  0.404
H 2.54724 -0.62198 1.16607  0.305
H 4.27001 -1.97246 0.79599  0.328

Relative calculated energies, zero for the most stable structure, unit kcal/mol: version 1 117.6; version 2 0.0.

Version 1
Formula: C9H11NOS
Source: the OMol25 dataset
Level of theory: ωB97M-V with the def2-TZVPD basis set

Total charge: 0
HOMO (spin up / spin down) in eV: -6.659 / -6.954

Each line ends with the Mulliken charge.
Geometry (Å):
C -2.44226 -1.13896 -0.54284  -0.480
C -1.41826 -0.49178 -1.29184  -0.397
C -2.98029 -0.55027 0.63785  -0.315
C -1.68729 1.30796 0.38193  -0.513
C -0.95441 0.76424 -0.78446  0.561
C 0.15579 1.48831 -1.11262  0.492
C 2.96330 0.68293 0.05821  -1.188
C 1.00562 -0.52806 1.21003  -1.189
C 1.73135 -0.19657 0.02856  0.761
N -2.60981 0.66842 0.94984  -0.504
O 0.91512 2.30263 -1.46684  -0.455
S 1.66068 -1.36504 -1.20638  -0.238
H -2.83818 -2.06383 -0.89350  0.417
H -1.03166 -0.69023 -2.30121  0.479
H -3.77610 -1.15104 1.18891  0.274
H -1.42339 2.29180 0.77949  0.393
H 3.98105 0.13846 -0.10774  0.280
H 3.01167 1.24450 0.96973  0.349
H 2.74234 1.44745 -0.67916  0.326
H 0.49884 0.38263 1.78154  0.229
H 0.03124 -1.09392 1.01822  0.254
H 1.57161 -1.10048 2.04446  0.308
H 0.89306 -2.34917 -0.66216  0.157

Version 2
Formula: C9H11NOS
Source: the OMol25 dataset
Level of theory: ωB97M-V with the def2-TZVPD basis set

Total charge: 0
HOMO (spin up / spin down) in eV: -7.754 / -7.753

Each line ends with the Mulliken charge.
Geometry (Å):
C -1.94722 2.11599 0.39044  0.252
C 0.14378 0.80896 -1.10930  -0.980
C -1.22035 0.99171 0.89538  -0.956
C 0.20933 0.90138 0.44163  -0.057
C -0.52806 -0.55430 -1.25876  -0.402
C 0.87951 -0.48800 0.79388  -0.123
C 0.34753 -1.46890 -0.23506  -0.216
C -1.85772 -0.61337 -0.66080  -0.208
C 2.47218 -0.33339 0.69885  -1.720
N -2.43483 3.03243 -0.07822  -0.579
O -0.54615 -2.47096 0.37614  -0.492
S -2.15095 -1.97034 0.28254  -0.006
H -0.63272 1.61716 -1.31282  0.443
H 1.22872 0.87879 -1.42106  0.393
H -1.54497 0.60818 1.84629  0.460
H 0.83728 1.73710 0.72595  0.581
H -0.47016 -1.05313 -2.16553  0.609
H 0.58798 -0.79979 1.74689  0.688
H 0.97332 -2.00589 -0.87645  0.647
H -2.64070 -0.14285 -1.23202  0.380
H 2.84237 -1.23437 0.52458  0.565
H 2.84003 -0.01791 1.62436  0.391
H 2.61182 0.46148 0.00311  0.331

Relative calculated energies, zero for the most stable structure, unit kcal/mol: version 1 10.9; version 2 0.0.

Version 1
Formula: C5H16NSi
Source: the OMol25 dataset
Level of theory: ωB97M-V with the def2-TZVPD basis set

Total charge: +1
HOMO in eV: -14.310

Each line ends with the Mulliken charge.
Geometry (Å):
C 2.92060 -0.64946 0.65401  -1.112
C -1.47642 -0.32717 -1.51957  -0.992
C -2.29491 -0.43590 0.69505  -0.859
C 1.63987 -0.90722 -0.14766  -0.412
C 0.11954 0.09253 0.44861  -0.669
N -1.08670 -0.66231 -0.12276  0.015
Si 0.19146 2.14288 0.17288  0.368
H 3.12312 0.36591 0.66751  0.369
H 3.54657 -1.21218 0.06492  0.389
H 2.73208 -1.20214 1.64292  0.266
H -2.10874 -1.13694 -1.88432  0.419
H -2.12782 0.54892 -1.53806  0.407
H -0.67180 -0.08208 -2.18933  0.337
H -3.09015 -1.21488 0.30110  0.374
H -2.21139 -0.64113 1.82082  0.349
H -2.74081 0.59043 0.48969  0.340
H 1.16811 -1.81714 0.11018  0.403
H 1.71760 -0.70450 -1.28085  0.331
H -0.05862 -0.08245 1.47375  0.534
H -0.78828 -1.59376 -0.03796  0.335
H 1.57928 2.44746 -0.38362  -0.071
H -0.07617 3.03006 1.37560  -0.040
H -0.59974 2.31586 -1.08634  -0.084

Version 2
Formula: C5H16NSi
Source: the OMol25 dataset
Level of theory: ωB97M-V with the def2-TZVPD basis set

Total charge: +1
HOMO in eV: -14.251

Each line ends with the Mulliken charge.
Geometry (Å):
C -1.45961 -2.14147 1.31031  -1.218
C -0.88474 2.18797 -0.32150  -0.830
C 1.31114 1.70416 0.70721  -1.147
C -1.07810 -1.61787 -0.03946  -0.287
C 0.20512 -0.88470 -0.03577  -0.081
N -0.09393 1.32793 0.54346  -0.146
Si 1.48535 -0.78895 -1.56093  0.436
H -0.56518 -2.75419 1.70868  0.352
H -2.43257 -2.78133 1.18601  0.306
H -1.48705 -1.51113 2.22926  0.315
H -1.11555 3.18328 0.23203  0.342
H -0.43802 2.50955 -1.33579  0.304
H -1.87598 1.62490 -0.69933  0.261
H 1.34749 2.49045 1.36843  0.475
H 1.84194 0.96555 1.25467  0.366
H 1.80518 1.89692 -0.24984  0.368
H -1.88152 -0.87894 -0.38765  0.206
H -1.14374 -2.24183 -0.85014  0.502
H 0.69335 -0.97052 0.98489  0.375
H -0.60096 1.09577 1.40718  0.313
H 1.14713 0.45366 -2.40999  -0.040
H 1.40616 -2.03102 -2.24368  -0.136
H 2.68729 -1.01065 -0.79550  -0.038

Version 3
Formula: C5H16NSi
Source: the OMol25 dataset
Level of theory: ωB97M-V with the def2-TZVPD basis set

Total charge: +1
HOMO in eV: -14.011

Each line ends with the Mulliken charge.
Geometry (Å):
C 0.60552 -2.03372 1.36777  -1.099
C -1.84757 1.04071 -0.17418  -1.029
C 0.29257 1.82484 0.92610  -0.809
C 0.00859 -1.61537 0.00538  -0.670
C 0.31180 -0.20452 -0.48440  -0.173
N -0.52893 0.70798 0.42271  0.020
Si 0.63606 0.20664 -2.33211  0.365
H 0.18841 -1.66881 2.26703  0.350
H 1.80242 -1.76770 1.29234  0.206
H 0.54149 -3.10990 1.55657  0.386
H -2.53005 0.22087 -0.42927  0.303
H -2.29612 1.60688 0.58688  0.483
H -1.93475 1.78644 -0.91498  0.468
H -0.28499 2.43582 1.56488  0.438
H 1.19085 1.48378 1.53627  0.332
H 0.76492 2.43252 0.03767  0.280
H -1.15006 -1.65606 0.10611  0.200
H 0.29267 -2.36987 -0.65319  0.474
H 2.11843 -0.20061 -0.05361  0.234
H -0.82294 0.11363 1.26658  0.442
H 1.40402 1.47703 -2.10053  -0.066
H -0.38046 0.09209 -3.43378  -0.064
H 1.61812 -0.80267 -2.36022  -0.070

Relative calculated energies, zero for the most stable structure, unit kcal/mol: version 1 0.0; version 2 20.4; version 3 45.7.

Version 1
Formula: C2H5Cl2P
Source: the OMol25 dataset
Level of theory: ωB97M-V with the def2-TZVPD basis set

Structure (SMILES): C[P@H](Cl)=CCl
Total charge: 0
HOMO (spin up / spin down) in eV: -9.024 / -9.024

Each line ends with the Mulliken charge.
Geometry (Å):
C -0.50682 -0.34048 -0.40973  -0.888
P -0.21356 0.85514 0.92939  0.406
Cl -2.56156 1.35901 1.37103  -0.445
C 1.55444 1.12788 0.70021  -0.278
Cl 2.52419 1.85206 1.86960  -0.103
H 0.28521 -1.05562 -0.27993  0.363
H -0.59156 0.34943 -1.40443  0.278
H -1.46078 -0.95114 -0.28115  0.336
H -0.22313 0.11369 2.10577  0.084
H 1.53085 1.65498 -0.21861  0.248

Version 2
Formula: C2H5Cl2P
Source: the OMol25 dataset
Level of theory: ωB97M-V with the def2-TZVPD basis set

Total charge: 0
HOMO (spin up / spin down) in eV: -9.166 / -8.229

Each line ends with the Mulliken charge.
Geometry (Å):
C -0.28872 1.33601 0.17982  -1.117
C 0.16223 -2.08659 -0.80722  -0.434
P -0.55617 -0.86643 -1.94830  0.176
Cl 0.29585 -3.65719 -1.68970  -0.168
Cl 0.90975 -0.52211 -3.26498  -0.174
H 0.03052 1.37297 1.24009  0.292
H -1.28739 1.41300 0.28878  0.411
H 0.30629 1.63800 -0.61893  0.406
H 1.20025 -1.82898 -0.62602  0.281
H -0.30292 -1.97074 0.26928  0.326

Relative calculated energies, zero for the most stable structure, unit kcal/mol: version 1 0.0; version 2 17.4.